(1)
DFT (ωB97M-V/def2-TZVPD) results for a structure of composition C26H46Cl18GaO3 in a non-equilibrium geometry.

The geometry in XYZ format:
```
94
Properties=species:S:1:pos:R:3:forces:R:3
C 3.508 -3.231 1.550 -3.77 0.05 -0.83
C 2.215 -2.861 1.040 2.61 -1.04 -0.41
Ga 1.920 -1.042 0.078 0.11 -0.83 0.09
C 0.625 0.029 1.318 0.37 -1.26 1.07
O -0.419 0.694 0.535 -1.79 0.41 1.85
C -1.547 0.955 1.357 -1.09 0.68 1.53
C -1.271 1.758 2.688 -4.04 -0.78 -0.14
C -2.443 2.056 3.687 0.11 -2.01 -3.39
C -2.073 2.838 5.027 0.20 -0.35 -0.67
C -3.849 1.536 3.289 2.05 -0.94 -2.13
C -4.103 0.744 1.959 3.39 1.40 1.32
C -2.933 0.426 0.946 -0.19 1.74 3.63
C -3.330 -0.423 -0.325 -1.08 0.53 -0.46
C -4.586 0.350 -1.045 0.79 0.41 -0.18
C -2.227 -0.652 -1.453 0.55 -1.04 0.76
O 3.609 -0.109 0.030 -0.66 1.52 0.28
C 3.253 1.289 0.075 0.77 0.08 -0.05
C 4.463 2.252 -0.462 -1.31 -1.16 0.93
O 3.989 2.895 -1.672 0.64 1.00 1.34
C 3.183 4.062 -1.395 -1.08 0.39 -0.82
C 1.662 3.803 -1.905 -0.08 0.40 0.09
H 4.434 -3.143 0.887 -1.09 0.93 1.60
H 3.535 -3.609 2.654 -0.82 -1.01 -3.85
H 1.288 -3.551 1.139 1.28 1.37 1.36
H 1.362 -1.235 -1.408 -0.03 0.25 -0.08
H 0.085 -0.735 2.000 0.92 1.16 -0.97
H 1.204 0.727 2.018 -0.99 -0.65 -1.00
H -0.221 2.140 2.965 -1.87 -0.85 -0.73
H -1.230 2.266 5.560 -1.25 0.85 -0.77
H -1.658 3.862 4.718 -0.64 -1.39 0.61
H -2.939 2.972 5.759 1.16 -0.26 -1.22
H -4.748 1.686 3.982 1.59 -0.21 -1.12
H -5.180 0.380 1.763 2.04 0.62 0.27
H -3.764 -1.428 0.052 0.98 1.45 -0.61
H -4.614 0.127 -2.191 -0.11 -0.15 2.66
H -4.374 1.484 -0.975 -0.54 -1.84 -0.02
H -5.587 0.137 -0.542 1.31 0.21 -0.73
H -2.736 -1.184 -2.339 0.72 1.04 1.16
H -1.418 -1.391 -1.082 -1.17 1.33 -0.54
H -1.706 0.324 -1.741 -0.87 -1.98 0.42
H 3.017 1.670 1.142 0.10 -0.77 -1.37
H 2.331 1.423 -0.599 1.23 0.43 0.94
H 5.365 1.567 -0.634 -1.26 1.28 -0.15
H 4.710 3.024 0.363 -0.20 -1.03 -1.39
H 3.180 4.383 -0.296 0.13 -0.70 -1.42
H 3.600 4.946 -1.998 -0.40 -1.26 0.80
H 0.918 3.705 -1.025 1.22 0.05 -1.45
H 1.625 2.855 -2.539 0.13 1.26 0.99
H 1.312 4.674 -2.580 0.51 -1.29 1.14
C -6.835 3.522 6.097 -0.11 0.22 0.09
Cl -6.921 1.757 6.043 -0.09 -0.01 0.07
Cl -5.444 4.123 5.187 -0.17 0.18 0.08
H -7.746 3.933 5.663 0.18 -0.13 -0.03
H -6.744 3.840 7.134 0.08 -0.13 -0.16
C 5.273 -3.009 5.508 0.40 0.48 -0.10
Cl 4.791 -4.459 6.402 0.02 -0.06 0.14
Cl 4.703 -3.072 3.832 1.54 0.54 2.35
H 4.844 -2.135 5.996 -0.04 -0.21 -0.04
H 6.360 -2.937 5.512 -0.16 -0.12 0.06
C 6.295 -0.751 -2.107 -0.35 -0.18 0.20
Cl 6.018 -0.426 -3.823 -0.02 -0.06 -0.06
Cl 7.646 0.209 -1.485 0.10 -0.06 0.07
H 5.392 -0.498 -1.548 0.03 0.07 -0.01
H 6.524 -1.808 -1.981 0.06 0.20 -0.12
C 3.934 -6.884 0.037 0.02 -0.15 0.12
Cl 4.755 -5.602 -0.862 0.13 -0.13 -0.04
Cl 2.236 -6.485 0.318 0.02 -0.19 0.01
H 3.989 -7.808 -0.536 -0.06 0.21 0.00
H 4.430 -7.014 0.998 -0.10 0.18 -0.12
C 8.379 -5.487 -0.224 0.03 -0.12 -0.25
Cl 7.888 -3.844 -0.648 0.10 -0.05 -0.04
Cl 8.295 -5.750 1.522 0.01 -0.11 0.00
H 7.714 -6.193 -0.720 -0.03 0.19 0.16
H 9.403 -5.648 -0.558 -0.13 0.13 0.15
C -0.310 -2.984 4.643 -0.12 -0.15 0.06
Cl -1.129 -1.445 4.356 -0.15 -0.06 0.07
Cl 1.437 -2.765 4.809 -0.06 -0.12 0.00
H -0.699 -3.423 5.561 0.11 0.14 -0.10
H -0.504 -3.651 3.804 0.13 0.21 0.03
C -3.046 2.241 -3.957 0.43 0.09 -0.09
Cl -4.735 1.758 -3.770 -0.29 0.53 -0.90
Cl -2.274 2.439 -2.384 0.10 0.79 -0.33
H -2.520 1.470 -4.520 -0.12 0.02 0.19
H -3.001 3.186 -4.497 -0.12 -0.12 0.16
C -6.922 0.457 -6.476 0.21 -0.10 0.26
Cl -6.425 -0.380 -7.952 0.05 -0.04 0.01
Cl -8.107 1.721 -6.828 -0.13 0.01 0.18
H -7.367 -0.265 -5.792 -0.02 0.11 -0.20
H -6.046 0.911 -6.013 -0.17 -0.02 -0.18
C -6.265 3.412 -9.414 -0.08 -0.25 0.04
Cl -7.044 4.956 -9.777 -0.11 -0.02 -0.02
Cl -4.526 3.615 -9.168 0.02 -0.10 0.02
H -6.704 2.998 -8.508 0.15 0.21 -0.18
H -6.426 2.729 -10.248 0.09 0.19 0.07
```
Positions in Å, forces in eV/Å.

## Properties
LUMO level: 1.8 eV
Orbital gap: 5.978 eV
Net charge: -1

Atomic partial charges in e from the Mulliken method, atoms 1 to 5:
1. C -0.5365
2. C -0.1694
3. Ga 0.3871
4. C -0.1624
5. O -0.3021


(2)
DFT (ωB97M-V/def2-TZVPD) results for a structure of composition C14H17BMnO7.

The geometry in XYZ format:
```
40
Properties=species:S:1:pos:R:3:forces:R:3
Mn 0.034 -3.047 0.007 -0.01 0.01 0.03
O -3.510 -4.849 0.460 -0.03 0.04 -0.01
C -2.304 -4.410 0.462 0.13 0.01 -0.03
O -1.921 -3.400 -0.149 -0.10 -0.09 0.00
C -1.352 -5.245 1.297 -0.03 -0.03 0.03
O -0.052 -4.662 1.084 0.01 0.05 -0.04
C 1.038 -4.926 2.008 0.00 0.00 0.01
C 1.985 -3.727 2.073 0.01 0.01 -0.02
O 2.797 -3.515 2.879 0.00 -0.01 0.01
O 1.758 -2.848 0.956 0.00 0.00 0.01
H -4.115 -4.306 -0.082 0.00 0.00 0.01
H -1.636 -5.188 2.351 -0.02 0.01 0.00
H -1.369 -6.285 0.970 0.00 0.01 0.00
H 0.646 -5.093 3.011 0.00 0.00 0.00
H 1.593 -5.805 1.677 0.00 0.00 0.00
C -1.546 3.082 -2.246 -0.01 0.00 0.00
C -0.424 3.666 -1.390 0.00 -0.01 0.00
C -1.041 4.618 -0.354 0.00 0.00 0.00
C 0.535 4.443 -2.304 0.00 0.00 0.00
C 0.361 2.579 -0.657 0.00 0.01 0.00
C 1.434 2.944 0.168 0.01 0.00 0.01
C 2.214 2.033 0.870 -0.01 0.00 -0.01
C 1.872 0.713 0.717 0.01 0.00 0.01
O 2.493 -0.424 1.300 -0.01 0.00 0.00
B 1.792 -1.432 0.810 0.00 -0.02 -0.02
O 0.734 -1.092 -0.049 0.04 0.02 0.02
C 0.817 0.345 -0.088 0.00 -0.01 0.00
C 0.039 1.224 -0.792 0.00 0.00 -0.01
H -2.074 3.893 -2.746 0.00 0.00 0.00
H -2.281 2.542 -1.644 0.00 0.00 0.00
H -1.164 2.418 -3.025 0.00 0.00 0.00
H -1.603 5.400 -0.865 0.00 0.00 0.00
H -0.280 5.106 0.257 0.00 0.00 0.00
H -1.725 4.088 0.311 0.00 0.00 0.00
H -0.015 5.221 -2.833 0.00 0.00 0.00
H 0.993 3.787 -3.046 0.00 0.00 0.00
H 1.332 4.930 -1.741 0.00 0.00 0.00
H 1.678 3.992 0.267 0.00 0.00 0.00
H 3.041 2.341 1.495 0.00 0.00 0.00
H -0.773 0.887 -1.421 0.00 0.00 0.00
```
Positions in Å, forces in eV/Å.

## Properties
LUMO level (spin up / spin down): -8.0 / -8.4 eV
Orbital gap (spin up / spin down): 6.652 / 6.247 eV
Net charge: +2
2S+1: 4

Atomic partial charges in e from the natural (NBO) method, atoms 1 to 5:
1. Mn 1.4726
2. O -0.5676
3. C 0.8285
4. O -0.6649
5. C -0.1815


(3)
DFT (ωB97M-V/def2-TZVPD) results for the molecule C14H24N2O6S.

The geometry in XYZ format:
```
47
Properties=species:S:1:pos:R:3:forces:R:3
C -1.781 -3.025 1.069 0.34 -0.19 -0.31
H -2.365 -3.683 0.423 0.01 0.02 0.05
H -1.492 -3.548 1.977 -0.06 0.01 -0.01
H -0.900 -2.678 0.526 -0.16 -0.09 0.11
O -2.584 -1.922 1.486 -0.10 0.05 0.41
C -2.884 -1.001 0.576 -0.39 0.22 -0.02
O -2.517 -1.039 -0.572 0.07 -0.14 -0.14
C -3.756 0.077 1.185 0.15 -0.12 0.06
C -2.954 1.285 1.705 -0.17 0.17 -0.13
C -2.802 2.409 0.678 0.13 -0.14 -0.01
C -1.787 2.111 -0.426 -0.14 0.23 0.13
C -0.340 2.235 0.060 0.21 0.13 -0.14
C 0.532 0.996 -0.118 0.29 -0.02 0.40
N 0.348 0.402 -1.419 -0.01 0.27 -0.23
C 0.229 -0.937 -1.575 0.12 0.11 -0.23
O 0.481 -1.749 -0.716 0.11 -0.31 0.12
O -0.137 -1.236 -2.835 0.00 0.33 0.02
C -0.398 -2.609 -3.084 -0.01 -0.36 0.12
H 0.406 -3.230 -2.684 -0.08 0.04 -0.09
H -0.465 -2.714 -4.163 0.00 0.01 0.05
H -1.341 -2.894 -2.613 0.05 -0.01 -0.04
H 0.057 0.996 -2.180 -0.05 -0.06 -0.03
H 0.300 0.225 0.625 0.01 0.13 -0.06
C 1.989 1.479 0.062 -0.19 0.01 0.16
N 2.958 0.456 -0.210 0.04 -0.13 -0.18
C 3.657 -0.140 0.792 0.07 -0.01 -0.39
O 3.698 0.247 1.932 0.05 -0.01 0.50
O 4.343 -1.198 0.315 -0.16 0.08 -0.23
C 5.143 -1.880 1.269 0.09 -0.02 0.31
H 5.656 -2.667 0.723 -0.03 0.03 0.02
H 4.517 -2.307 2.055 0.08 0.01 -0.05
H 5.862 -1.195 1.723 -0.04 -0.09 -0.03
H 2.876 -0.054 -1.076 0.02 0.00 0.05
C 2.160 2.680 -0.867 -0.20 0.25 -0.02
H 2.941 3.359 -0.531 0.09 -0.12 0.00
H 2.376 2.356 -1.886 0.08 -0.05 0.05
S 0.564 3.559 -0.862 -0.06 -0.11 -0.01
H 2.140 1.779 1.105 -0.09 0.01 -0.18
H -0.315 2.533 1.111 -0.03 -0.17 -0.02
H -1.945 2.819 -1.242 -0.03 -0.08 -0.05
H -1.965 1.110 -0.819 0.01 0.09 -0.11
H -2.505 3.325 1.193 -0.05 0.07 -0.01
H -3.775 2.597 0.219 -0.07 0.06 0.05
H -3.485 1.689 2.569 0.08 -0.06 0.04
H -1.973 0.955 2.051 0.06 0.01 0.15
H -4.294 -0.381 2.015 -0.04 0.04 -0.08
H -4.472 0.408 0.432 0.00 -0.07 0.00
```
Positions in Å, forces in eV/Å.

## Properties
LUMO level: 0.7 eV
ΔE to the lowest compared entry with this formula, charge and spin: 19.63 kJ/mol
Orbital gap: 9.472 eV
SMILES: COC(=O)CCCC[C@@H]1SC[C@H](NC(=O)OC)[C@@H]1NC(=O)OC

Atomic partial charges in e from the natural (NBO) method, atoms 1 to 5:
1. C -0.2824
2. H 0.1808
3. H 0.1928
4. H 0.2382
5. O -0.5048


(4)
DFT (ωB97M-V/def2-TZVPD) results for the molecule C5H8O2.

The geometry in XYZ format:
```
15
Properties=species:S:1:pos:R:3:forces:R:3
C -1.236 -0.704 -0.391 -0.47 0.39 0.49
C -0.330 0.629 -0.065 -0.38 -0.89 -0.03
O -1.039 1.825 -0.054 0.02 -0.16 -0.48
C 0.552 0.449 1.172 -0.16 -0.17 0.00
C 1.384 -0.565 0.356 0.42 -0.14 -0.09
C 0.723 -0.018 -0.936 0.64 0.13 -0.53
O 0.869 -0.194 -2.117 0.33 0.39 0.45
H -1.825 -0.911 0.492 -0.56 0.01 0.10
H -1.832 -0.453 -1.276 -0.12 0.17 0.39
H -0.748 -1.658 -0.682 0.13 0.87 0.43
H -1.325 2.114 -0.928 0.05 -0.25 -0.14
H 1.152 1.333 1.436 -0.43 -0.11 -0.37
H 0.012 0.136 2.070 0.22 -0.28 -0.14
H 2.452 -0.378 0.295 0.19 -0.05 0.31
H 1.192 -1.606 0.629 0.13 0.11 -0.40
```
Positions in Å, forces in eV/Å.

## Properties
LUMO level: 0.8 eV
ΔE to the lowest compared entry with this formula, charge and spin: 189.81 kJ/mol
Orbital gap: 9.961 eV
SMILES: C[C@@]1(O)CCC1=O

Atomic partial charges in e from the natural (NBO) method, atoms 1 to 5:
1. C -0.6394
2. C 0.1673
3. O -0.6886
4. C -0.4140
5. C -0.5164


Number 1: total energy -11451.87166 a.u.. Number 2: total energy -2245.71916 a.u.. Number 3: total energy -1507.08358 a.u.. Number 4: total energy -345.73266 a.u..